{"formula": "C19H42NOP3PrSe", "method": "ωB97M-V/def2-TZVPD", "total_energy_ha": -4820.67223, "multiplicity": 3, "e_lumo_ev": [-10.3, -10.2], "total_charge": 3, "elements": ["Pr", "P", "P", "P", "H", "C", "C", "H", "C", "C", "C", "C", "C", "C", "C", "C", "C", "H", "H", "H", "H", "H", "H", "H", "H", "H", "H", "H", "H", "H", "H", "H", "H", "H", "H", "H", "H", "H", "H", "H", "H", "H", "H", "H", "H", "H", "C", "C", "C", "C", "C", "C", "Se", "H", "H", "H", "H", "H", "H", "C", "C", "N", "O", "H", "H", "H", "H", "H"], "positions_angstrom": [[-0.02273, -0.80190, 1.02336], [1.88800, -2.29956, -1.00980], [2.55397, 0.53505, 1.21202], [-1.69386, -1.67402, -1.24881], [-3.07827, 6.24771, 1.42828], [-4.01876, 5.65150, 1.64071], [-3.98386, 4.70654, 2.58942], [-3.17002, 4.58285, 3.32771], [2.33039, -1.42710, -2.54623], [3.52607, -2.76104, -0.37135], [1.27503, -3.88762, -1.68878], [1.81187, 2.04024, 1.88624], [3.87161, 0.14796, 2.41629], [3.50136, 1.19114, -0.20386], [-3.09652, -0.51894, -1.00308], [-2.55332, -3.26497, -1.27794], [-1.43218, -1.40408, -3.04388], [-4.80065, 6.03304, 0.92900], [-4.82772, 3.99242, 2.77140], [3.02857, -2.05848, -3.10662], [2.80308, -0.44958, -2.36701], [1.46224, -1.20819, -3.19929], [4.03714, -3.25359, -1.25242], [3.51976, -3.50667, 0.45134], [4.16940, -1.93334, -0.01514], [2.13048, -4.27878, -2.26496], [0.40164, -3.81324, -2.33936], [1.01536, -4.62217, -0.90574], [2.55636, 2.54141, 2.48245], [0.97699, 1.79549, 2.53305], [1.41750, 2.73199, 1.13306], [4.60875, 0.90866, 2.28917], [4.28382, -0.83093, 2.22188], [3.47519, 0.14592, 3.42481], [4.27585, 1.78377, 0.24585], [2.85243, 1.80761, -0.82712], [3.92780, 0.43031, -0.84593], [-3.95261, -0.84513, -1.57426], [-2.84310, 0.51617, -1.26552], [-3.34649, -0.51741, 0.04926], [-3.44289, -3.10713, -1.86643], [-2.82672, -3.54926, -0.26143], [-1.97375, -4.10808, -1.69280], [-2.38991, -1.58601, -3.54631], [-0.67988, -2.06291, -3.43863], [-1.10774, -0.37096, -3.24884], [-0.83638, 2.99822, -1.29681], [-1.27383, 3.47839, -0.07553], [-2.14056, 4.52357, -0.13454], [-2.54165, 5.18770, -1.28312], [-2.03011, 4.72111, -2.53470], [-1.20840, 3.56609, -2.51837], [0.10801, 1.31741, -1.15467], [-1.10009, 0.95666, -0.03375], [-1.07012, 3.09583, 0.93369], [-2.60384, 4.68708, 0.83125], [-3.22271, 6.06690, -1.18067], [-2.26406, 5.18751, -3.46782], [-0.88454, 3.07485, -3.45129], [1.48534, -4.21236, 2.62960], [0.23375, -3.58704, 2.98811], [-0.61748, -4.20841, 3.79974], [-0.10737, -2.43656, 2.56864], [1.67375, -5.12695, 3.21860], [2.33956, -3.55737, 2.77909], [1.52815, -4.52009, 1.57280], [-1.48197, -3.73699, 4.00122], [-0.44512, -5.12425, 4.16476]], "lowdin_charge": [0.754, 0.729, 0.703, 0.700, 0.081, -0.109, -0.082, 0.066, -0.243, -0.257, -0.243, -0.258, -0.211, -0.235, -0.248, -0.237, -0.240, 0.095, 0.070, 0.073, 0.032, 0.049, 0.085, 0.051, 0.043, 0.071, 0.032, 0.054, 0.072, 0.043, 0.045, 0.055, 0.042, 0.063, 0.062, 0.023, 0.035, 0.070, 0.043, 0.047, 0.058, 0.053, 0.066, 0.078, 0.027, 0.028, -0.537, -0.156, -0.104, 0.000, -0.001, -0.082, 0.959, -0.060, 0.108, 0.028, 0.137, 0.114, 0.120, 0.035, -0.472, 0.274, -0.227, 0.125, 0.108, 0.100, 0.149, 0.149]}